1.
{
  "formula": "C3H6N3P",
  "method": "ωB97M-V/def2-TZVPD",
  "species": ["C", "C", "C", "N", "N", "N", "P", "H", "H", "H", "H", "H", "H"],
  "coordinates": [[-1.291, -0.457, 0.987], [-0.423, 0.588, 1.351], [-0.056, 0.784, -2.027], [-0.495, -1.553, 0.844], [0.711, -1.122, 1.076], [0.843, 0.139, 1.321], [1.148, -0.374, -1.933], [-2.335, -0.325, 0.903], [-0.585, 1.675, 1.629], [1.576, -1.594, 0.825], [-0.143, 1.487, -1.315], [-0.739, 0.718, -2.877], [1.790, 0.034, -0.783]],
  "de_lowest_ev": 3.0392,
  "homo_lumo_gap_ev": 10.00,
  "e_homo_ev": -9.71,
  "multiplicity": 1,
  "charge": 0,
  "e_lumo_ha": 0.011
}

2.
{
  "formula": "C3H6N3S",
  "method": "ωB97M-V/def2-TZVPD",
  "species": ["C", "C", "C", "N", "N", "N", "S", "H", "H", "H", "H", "H", "H"],
  "coordinates": [[1.876, -0.139, 0.217], [-0.791, -0.050, -0.383], [-0.159, 1.251, -0.114], [1.120, 1.115, 0.220], [1.168, -1.224, 0.091], [-0.189, -1.212, 0.241], [3.471, 0.006, -0.148], [-1.805, -0.094, 0.000], [-0.844, -0.048, -1.593], [-0.523, 2.209, -0.400], [1.819, 1.835, 0.468], [1.820, -2.469, 0.455], [-0.495, -1.163, 1.248]],
  "de_lowest_ev": 4.1101,
  "homo_lumo_gap_ev": [7.38, 7.38],
  "e_homo_ev": [-13.30, -13.30],
  "multiplicity": 1,
  "charge": 1,
  "e_lumo_ha": [-0.218, -0.218]
}

3.
{
  "formula": "C3H6N4",
  "method": "ωB97M-V/def2-TZVPD",
  "species": ["C", "C", "C", "H", "H", "H", "H", "H", "H", "N", "N", "N", "N"],
  "coordinates": [[2.072, 0.429, -0.120], [-1.462, -0.519, 0.088], [-0.644, 0.472, 0.025], [2.086, 1.647, -0.524], [2.511, -0.440, -0.752], [2.443, 0.490, 1.018], [-2.625, -0.630, -0.154], [-1.756, 2.275, -0.076], [-0.278, 2.374, 0.699], [0.681, 0.008, 0.166], [0.551, -1.367, 0.075], [-0.683, -1.647, -0.127], [-0.860, 1.863, -0.137]],
  "de_lowest_ev": 3.6074,
  "homo_lumo_gap_ev": 9.71,
  "e_homo_ev": -9.08,
  "multiplicity": 1,
  "charge": 0,
  "e_lumo_ha": 0.023
}

4.
{
  "formula": "C3H6N4",
  "method": "ωB97M-V/def2-TZVPD",
  "species": ["C", "C", "C", "H", "H", "H", "H", "H", "H", "N", "N", "N", "N"],
  "coordinates": [[-0.281, -0.557, -0.155], [0.819, -1.293, -0.119], [1.855, -0.288, -0.180], [-1.417, -1.794, 0.670], [-2.285, -0.335, -0.461], [1.072, -2.319, 0.310], [2.978, -0.278, 0.032], [-0.181, 2.824, -0.596], [-1.577, 1.862, 1.145], [-1.503, -1.182, -0.278], [1.434, 1.043, -0.111], [0.036, 0.706, -0.108], [-0.951, 1.613, -0.148]],
  "de_lowest_ev": 7.7695,
  "homo_lumo_gap_ev": 8.42,
  "e_homo_ev": -8.57,
  "multiplicity": 1,
  "charge": 0,
  "e_lumo_ha": -0.005
}

5.
{
  "formula": "C3H6N4",
  "method": "ωB97M-V/def2-TZVPD",
  "species": ["C", "C", "C", "N", "N", "N", "N", "H", "H", "H", "H", "H", "H"],
  "coordinates": [[1.628, 0.782, -0.732], [-0.281, -0.124, 0.079], [-1.731, -0.299, 0.167], [1.743, -0.475, 1.114], [2.358, 0.290, 0.215], [0.315, 0.714, -0.812], [0.524, -0.846, 0.868], [2.140, 1.337, -1.483], [-2.406, 0.049, 1.028], [-1.811, -1.418, 0.168], [-2.246, 0.057, -0.793], [-0.305, 1.342, -1.411], [0.072, -1.408, 1.593]],
  "de_lowest_ev": 3.6110,
  "homo_lumo_gap_ev": 9.61,
  "e_homo_ev": -22.21,
  "multiplicity": 1,
  "charge": 2,
  "e_lumo_ha": -0.463
}

6.
{
  "formula": "C3H6N4",
  "method": "ωB97M-V/def2-TZVPD",
  "species": ["C", "C", "C", "N", "N", "N", "N", "H", "H", "H", "H", "H", "H"],
  "coordinates": [[-2.232, -1.197, 0.094], [-0.379, 0.431, -0.005], [1.089, 0.446, -0.096], [-3.409, 0.862, -0.095], [-3.137, -0.217, -0.031], [-1.129, 1.437, 0.107], [-0.976, -0.883, -0.071], [-2.587, -2.210, 0.300], [1.360, 0.551, -1.156], [1.568, -0.449, 0.301], [1.522, 1.316, 0.409], [-0.818, 2.391, 0.263], [-0.294, -1.658, -0.111]],
  "de_lowest_ev": 4.1236,
  "homo_lumo_gap_ev": [7.32, 7.32],
  "e_homo_ev": [-20.92, -20.92],
  "multiplicity": 1,
  "charge": 2,
  "e_lumo_ha": [-0.500, -0.500]
}

7.
{
  "formula": "C3H6N4O",
  "method": "ωB97M-V/def2-TZVPD",
  "species": ["C", "C", "C", "H", "H", "H", "H", "H", "H", "N", "N", "N", "N", "O"],
  "coordinates": [[1.344, 0.073, 1.207], [-1.126, -1.027, -1.359], [0.042, -0.383, -1.219], [2.273, -0.335, 0.459], [0.837, -0.857, 1.744], [1.750, 0.458, 2.321], [1.020, 2.182, 0.115], [-2.446, 0.894, 0.366], [-1.250, -1.978, -1.985], [0.540, 1.193, 0.559], [-0.351, 0.847, -0.384], [-1.637, 0.329, 0.268], [-1.967, -0.791, -0.372], [0.971, -0.606, -1.722]],
  "de_lowest_ev": 7.0816,
  "homo_lumo_gap_ev": 9.39,
  "e_homo_ev": -8.87,
  "multiplicity": 1,
  "charge": 0,
  "e_lumo_ha": 0.019
}

8.
{
  "formula": "C3H6N4O",
  "method": "ωB97M-V/def2-TZVPD",
  "species": ["C", "C", "C", "H", "H", "H", "H", "H", "H", "N", "N", "N", "N", "O"],
  "coordinates": [[0.663, -0.008, 0.155], [-0.180, -0.968, -0.231], [-1.243, 0.996, -0.335], [3.019, -2.064, 1.383], [2.790, -1.598, -0.938], [-0.218, -1.652, 0.668], [0.103, -1.779, -1.006], [-2.352, -0.794, 0.965], [-2.968, 1.464, -0.097], [2.043, -1.818, 0.481], [1.926, -0.226, 0.466], [-1.537, -0.467, -0.523], [-1.969, 1.994, -0.107], [0.118, 1.241, -0.091]],
  "de_lowest_ev": 11.3723,
  "homo_lumo_gap_ev": 7.95,
  "e_homo_ev": -9.64,
  "multiplicity": 1,
  "charge": 0,
  "e_lumo_ha": -0.062
}

9.
{
  "formula": "C3H6N4O",
  "method": "ωB97M-V/def2-TZVPD",
  "species": ["C", "C", "C", "H", "H", "H", "H", "H", "H", "N", "N", "N", "N", "O"],
  "coordinates": [[-0.051, 0.698, -0.841], [-0.760, 0.679, 1.397], [0.870, -0.963, 0.674], [-0.618, 1.916, -2.488], [0.069, -0.196, -3.035], [-0.657, -0.903, 2.312], [1.716, -0.448, 1.095], [1.097, -1.915, 0.991], [0.424, -1.441, -1.183], [-0.378, 0.984, -2.039], [-0.333, 1.528, 0.247], [-0.050, -0.370, 1.517], [0.521, -0.604, -0.700], [-1.848, 1.035, 2.054]],
  "de_lowest_ev": 5.8326,
  "homo_lumo_gap_ev": 7.25,
  "e_homo_ev": -8.55,
  "multiplicity": 1,
  "charge": 0,
  "e_lumo_ha": -0.048
}

10.
{
  "formula": "C3H6N4O",
  "method": "ωB97M-V/def2-TZVPD",
  "species": ["C", "C", "C", "N", "N", "N", "N", "O", "H", "H", "H", "H", "H", "H"],
  "coordinates": [[-1.144, -1.470, 0.876], [-0.742, -2.271, 0.089], [1.103, 2.665, 0.198], [2.907, -0.085, -0.366], [1.788, 1.513, 0.801], [2.022, 0.550, 0.084], [-0.117, -3.221, -0.663], [3.085, -1.103, -0.980], [-1.629, -0.712, 1.487], [0.617, 3.203, 1.041], [1.814, 3.390, -0.252], [0.476, 2.231, -0.589], [0.443, -2.799, -1.427], [0.517, -3.892, -0.194]],
  "de_lowest_ev": 8.3904,
  "homo_lumo_gap_ev": [8.20, 8.20],
  "e_homo_ev": [-8.93, -8.93],
  "multiplicity": 1,
  "charge": 0,
  "e_lumo_ha": [-0.027, -0.027]
}

11.
{
  "formula": "C3H6N4O",
  "method": "ωB97M-V/def2-TZVPD",
  "species": ["C", "C", "C", "H", "H", "H", "H", "H", "H", "N", "N", "N", "N", "O"],
  "coordinates": [[-2.426, -0.025, 0.040], [-1.013, -0.224, -0.072], [0.918, 0.769, -0.029], [-2.524, 1.048, -0.249], [-2.981, -0.718, -0.590], [-2.882, -0.051, 1.075], [2.217, -2.052, 0.478], [2.813, -0.470, -0.181], [1.539, 2.478, -0.172], [-0.312, -1.215, 0.015], [0.945, -0.690, 0.080], [2.128, -1.333, -0.253], [1.959, 1.526, 0.181], [-0.380, 0.958, -0.323]],
  "de_lowest_ev": 3.6011,
  "homo_lumo_gap_ev": 8.79,
  "e_homo_ev": -7.96,
  "multiplicity": 1,
  "charge": 0,
  "e_lumo_ha": 0.030
}

12.
{
  "formula": "C3H6N4O",
  "method": "ωB97M-V/def2-TZVPD",
  "species": ["C", "C", "C", "H", "H", "H", "H", "H", "H", "N", "N", "N", "N", "O"],
  "coordinates": [[-0.592, -0.336, -0.210], [-0.197, 1.068, -0.064], [1.123, 1.054, -0.202], [-3.203, 0.414, -0.650], [-3.598, -0.744, 0.401], [-0.852, 1.876, 0.137], [1.893, 1.836, -0.196], [2.132, -0.768, 1.291], [3.059, -1.439, 0.078], [-2.856, -0.086, 0.175], [-1.704, -0.969, -0.150], [1.672, -0.224, -0.538], [2.593, -0.600, 0.383], [0.531, -1.082, -0.455]],
  "de_lowest_ev": 4.4767,
  "homo_lumo_gap_ev": 9.11,
  "e_homo_ev": -8.35,
  "multiplicity": 1,
  "charge": 0,
  "e_lumo_ha": 0.028
}

13.
{
  "formula": "C3H6N4O",
  "method": "ωB97M-V/def2-TZVPD",
  "species": ["C", "C", "C", "H", "H", "H", "H", "H", "H", "N", "N", "N", "N", "O"],
  "coordinates": [[0.210, 1.080, 0.331], [-1.412, -0.263, 0.812], [0.487, -0.116, -0.308], [1.712, 2.410, 0.643], [0.149, 2.926, 0.710], [-2.364, -0.704, 1.159], [-0.021, -2.241, -1.319], [1.408, 0.039, -2.089], [2.368, -0.592, -0.824], [0.760, 2.333, 0.200], [-0.977, 0.935, 1.023], [-0.522, -0.996, 0.064], [1.449, -0.568, -1.239], [-0.492, -2.246, -0.454]],
  "de_lowest_ev": 2.6046,
  "homo_lumo_gap_ev": 8.62,
  "e_homo_ev": -7.91,
  "multiplicity": 1,
  "charge": 0,
  "e_lumo_ha": 0.026
}

14.
{
  "formula": "C3H6N4O",
  "method": "ωB97M-V/def2-TZVPD",
  "species": ["C", "C", "C", "H", "H", "H", "H", "H", "H", "N", "N", "N", "N", "O"],
  "coordinates": [[-1.425, -1.121, 2.150], [-0.037, 0.145, 0.078], [2.354, 0.835, -1.610], [-1.982, -1.808, 2.856], [-0.318, -0.858, 2.334], [-2.103, 0.599, -0.309], [-0.704, 0.109, -1.864], [3.198, 0.935, -2.255], [2.471, 0.936, -0.460], [-2.082, -0.781, 1.202], [-1.433, 0.074, 0.289], [0.101, 0.267, -1.317], [1.223, 0.475, -2.087], [0.738, 0.193, 0.994]],
  "de_lowest_ev": 3.7062,
  "homo_lumo_gap_ev": 10.11,
  "e_homo_ev": -9.25,
  "multiplicity": 1,
  "charge": 0,
  "e_lumo_ha": 0.032
}

15.
{
  "formula": "C3H6N4O",
  "method": "ωB97M-V/def2-TZVPD",
  "species": ["C", "C", "C", "H", "H", "H", "H", "H", "H", "N", "N", "N", "N", "O"],
  "coordinates": [[0.552, -0.417, -2.059], [0.036, 0.209, 0.119], [-0.305, 0.450, 2.434], [-2.088, -1.273, -1.282], [-2.146, 0.249, -0.646], [0.180, -0.563, -3.081], [2.285, -0.564, -2.636], [1.184, 0.567, 0.085], [-1.176, 0.453, 3.155], [-1.679, -0.352, -1.294], [-0.375, -0.342, -1.024], [1.810, -0.465, -1.812], [-0.707, 0.341, 1.182], [0.840, 0.676, 2.758]],
  "de_lowest_ev": 3.0236,
  "homo_lumo_gap_ev": 9.18,
  "e_homo_ev": -9.26,
  "multiplicity": 1,
  "charge": 0,
  "e_lumo_ha": -0.003
}

16.
{
  "formula": "C3H6N4O",
  "method": "ωB97M-V/def2-TZVPD",
  "species": ["N", "C", "N", "C", "C", "N", "N", "O", "H", "H", "H", "H", "H", "H"],
  "coordinates": [[0.318, -0.916, 0.170], [1.024, 0.123, -0.144], [0.838, -2.226, 0.185], [-1.143, -0.475, 0.153], [-0.607, 1.284, -0.218], [2.082, 0.610, -0.527], [-0.701, 2.183, 0.676], [-1.905, -0.968, -0.683], [0.446, -2.716, -0.617], [0.492, -2.677, 1.028], [2.371, 1.529, -0.215], [-0.967, 3.092, 0.287], [-1.445, -0.280, 1.195], [-0.802, 1.437, -1.289]],
  "de_lowest_ev": 5.7173,
  "homo_lumo_gap_ev": 7.94,
  "e_homo_ev": -8.86,
  "multiplicity": 1,
  "charge": 0,
  "e_lumo_ha": -0.034
}

17.
{
  "formula": "C3H6N4O",
  "method": "ωB97M-V/def2-TZVPD",
  "species": ["C", "C", "C", "H", "H", "H", "H", "H", "H", "N", "N", "N", "N", "O"],
  "coordinates": [[0.651, -1.166, -0.138], [1.480, -0.135, 0.065], [-0.622, 0.771, -0.091], [-2.369, -1.153, -0.573], [-2.307, -0.689, 0.727], [0.717, -2.173, -0.642], [3.311, -0.615, 0.484], [1.176, 1.917, 0.171], [-1.539, 2.535, 0.385], [-1.775, -1.340, 0.151], [-0.692, -0.602, -0.180], [0.768, 1.010, 0.100], [-1.649, 1.532, -0.284], [2.852, 0.108, -0.176]],
  "de_lowest_ev": 3.8909,
  "homo_lumo_gap_ev": 8.25,
  "e_homo_ev": -7.77,
  "multiplicity": 1,
  "charge": 0,
  "e_lumo_ha": 0.018
}

18.
{
  "formula": "C3H6N4O",
  "method": "ωB97M-V/def2-TZVPD",
  "species": ["C", "C", "C", "N", "N", "N", "N", "O", "H", "H", "H", "H", "H", "H"],
  "coordinates": [[0.328, 2.928, 0.581], [0.403, -5.948, -6.446], [-0.521, 0.363, 4.459], [-0.124, 1.040, -0.301], [-0.057, 0.941, 0.993], [0.146, 2.314, -0.589], [0.118, 2.074, 1.562], [-0.637, -6.093, -6.083], [0.544, 3.979, 0.843], [1.428, -5.649, -6.681], [-0.580, 0.166, 5.575], [0.277, 0.360, 3.620], [-1.384, 0.920, 4.072], [0.058, 2.606, -1.604]],
  "de_lowest_ev": 7.3357,
  "homo_lumo_gap_ev": 5.49,
  "e_homo_ev": -15.82,
  "multiplicity": 1,
  "charge": 2,
  "e_lumo_ha": -0.379
}

19.
{
  "formula": "C3H6N4O2",
  "method": "ωB97M-V/def2-TZVPD",
  "species": ["C", "C", "C", "H", "H", "H", "H", "H", "H", "N", "N", "N", "N", "O", "O"],
  "coordinates": [[-0.303, 0.750, 2.571], [0.400, -0.119, 1.437], [-0.428, -0.063, 0.096], [-0.503, 1.778, 2.112], [-1.225, 0.178, 2.976], [0.331, 0.846, 3.457], [0.667, -1.250, 1.707], [2.149, 0.843, 2.060], [1.842, -0.814, -0.616], [-1.551, 0.422, -0.289], [-1.659, 0.337, -1.568], [-0.510, -0.161, -2.173], [0.171, -0.412, -1.028], [1.722, 0.420, 1.127], [1.224, -1.207, -1.240]],
  "de_lowest_ev": 5.3759,
  "homo_lumo_gap_ev": 10.33,
  "e_homo_ev": -10.18,
  "multiplicity": 1,
  "charge": 0,
  "e_lumo_ha": 0.006
}